No. 1
{"formula": "C23H28N4O3", "method": "ωB97M-V with the def2-TZVPD basis set", "max_force_ev_per_a": 0.7, "total_charge": 0, "spin_multiplicity": 1, "smiles": "Cc1ccc2c(c1)N(C(=O)CCC(=O)N1CCN(c3ccccn3)CC1)C[C@@H](C)O2", "gap_ev": 8.7, "relative_energy_kcal_mol": 36.7, "species": ["C", "C", "C", "C", "C", "C", "C", "N", "C", "O", "C", "C", "C", "O", "N", "C", "C", "N", "C", "C", "C", "C", "C", "N", "C", "C", "C", "C", "C", "O", "H", "H", "H", "H", "H", "H", "H", "H", "H", "H", "H", "H", "H", "H", "H", "H", "H", "H", "H", "H", "H", "H", "H", "H", "H", "H", "H", "H"], "coordinates": [[6.484, 2.509, -0.004], [5.791, 1.186, -0.136], [6.261, 0.221, -1.020], [5.633, -1.002, -1.124], [4.497, -1.285, -0.373], [3.980, -0.302, 0.481], [4.661, 0.904, 0.614], [2.847, -0.624, 1.250], [1.766, 0.158, 1.524], [0.843, -0.270, 2.193], [1.741, 1.568, 0.957], [0.290, 1.930, 0.649], [-0.199, 1.083, -0.511], [0.566, 0.456, -1.224], [-1.534, 1.071, -0.724], [-2.502, 1.749, 0.116], [-3.886, 1.668, -0.523], [-4.276, 0.290, -0.710], [-5.447, -0.171, -0.187], [-5.791, -1.534, -0.204], [-7.012, -1.911, 0.310], [-7.867, -0.947, 0.834], [-7.435, 0.366, 0.814], [-6.271, 0.751, 0.323], [-3.245, -0.606, -1.190], [-2.079, 0.201, -1.746], [2.766, -2.042, 1.544], [2.791, -2.824, 0.227], [1.555, -2.546, -0.625], [3.981, -2.537, -0.493], [6.135, 3.194, -0.778], [6.280, 2.960, 0.964], [7.560, 2.395, -0.120], [7.138, 0.424, -1.617], [6.007, -1.768, -1.785], [4.314, 1.625, 1.336], [2.139, 2.260, 1.702], [2.337, 1.622, 0.047], [-0.320, 1.734, 1.531], [0.205, 2.987, 0.384], [-2.222, 2.799, 0.239], [-2.537, 1.279, 1.108], [-4.634, 2.130, 0.124], [-3.884, 2.196, -1.484], [-5.120, -2.275, -0.605], [-7.300, -2.953, 0.308], [-8.828, -1.211, 1.243], [-8.047, 1.165, 1.211], [-2.881, -1.250, -0.376], [-3.645, -1.245, -1.985], [-2.405, 0.789, -2.611], [-1.274, -0.463, -2.068], [3.623, -2.331, 2.164], [1.839, -2.226, 2.087], [2.852, -3.899, 0.444], [0.664, -2.863, -0.090], [1.626, -3.099, -1.559], [1.469, -1.487, -0.858]]}


No. 2
{"formula": "C11H23EuO3P2", "method": "ωB97M-V with the def2-TZVPD basis set", "max_force_ev_per_a": 2.0, "total_charge": -1, "spin_multiplicity": 8, "gap_ev": [2.9, 3.6], "relative_energy_kcal_mol": 52.4, "species": ["C", "C", "C", "C", "C", "Eu", "P", "H", "H", "H", "H", "H", "H", "H", "H", "C", "C", "O", "P", "O", "C", "C", "O", "C", "C", "H", "H", "H", "H", "H", "H", "H", "H", "H", "H", "H", "H", "H", "H", "H"], "coordinates": [[-3.373, -0.804, -2.256], [-2.618, -0.464, -3.428], [-2.290, 0.922, -3.360], [-2.847, 1.455, -2.154], [-3.516, 0.392, -1.468], [-0.928, -0.469, -1.051], [-1.008, -3.416, -1.112], [-3.821, -1.778, -2.040], [-2.408, -1.131, -4.267], [-1.782, 1.499, -4.136], [-4.113, 0.491, -0.561], [-2.841, 2.503, -1.854], [0.379, -3.793, -1.129], [-1.470, -4.554, -1.837], [-1.332, -3.932, 0.193], [1.394, 3.468, 0.077], [0.536, 2.562, -0.759], [-0.034, 1.460, 0.014], [-0.194, 1.067, 1.730], [1.211, 1.474, 2.394], [2.565, 0.873, 2.401], [3.031, 0.353, 1.076], [0.058, -0.579, 1.330], [0.096, -1.612, 2.421], [1.041, -2.696, 1.984], [0.766, 4.153, 0.653], [2.029, 4.068, -0.583], [2.043, 2.922, 0.768], [-0.314, 3.086, -1.210], [1.099, 2.099, -1.578], [3.193, 1.700, 2.755], [2.558, 0.093, 3.172], [2.829, 1.049, 0.252], [4.120, 0.232, 1.148], [2.610, -0.634, 0.857], [0.402, -1.129, 3.358], [-0.926, -1.984, 2.549], [2.061, -2.312, 1.855], [1.066, -3.472, 2.758], [0.726, -3.163, 1.040]]}


No. 3
{"formula": "C30H44IrN2O2S2", "method": "ωB97M-V with the def2-TZVPD basis set", "max_force_ev_per_a": 0.2, "total_charge": 1, "spin_multiplicity": 5, "gap_ev": [7.0, 8.2], "relative_energy_kcal_mol": 0.0, "species": ["Ir", "C", "N", "C", "C", "C", "N", "C", "C", "H", "H", "H", "H", "H", "H", "H", "H", "H", "H", "H", "H", "H", "H", "H", "H", "C", "C", "C", "C", "C", "C", "C", "C", "C", "C", "H", "H", "H", "H", "H", "H", "H", "H", "H", "H", "H", "H", "C", "S", "C", "O", "H", "H", "H", "H", "H", "H", "O", "S", "C", "C", "C", "C", "C", "C", "C", "C", "C", "C", "C", "C", "H", "H", "H", "H", "H", "H", "H", "H", "H", "H"], "coordinates": [[0.932, 0.155, -0.502], [2.147, -1.009, 2.084], [2.666, -0.492, 0.804], [3.522, 0.680, 1.068], [3.438, -1.543, 0.102], [2.541, -2.456, -0.712], [1.793, -1.710, -1.732], [0.735, -2.546, -2.305], [2.662, -1.236, -2.812], [2.977, -1.236, 2.763], [1.563, -1.910, 1.915], [1.508, -0.257, 2.547], [4.380, 0.399, 1.690], [2.942, 1.450, 1.575], [3.878, 1.089, 0.124], [4.005, -2.135, 0.829], [4.164, -1.049, -0.542], [1.811, -2.937, -0.059], [3.151, -3.246, -1.169], [1.159, -3.401, -2.846], [0.146, -1.947, -2.999], [0.086, -2.908, -1.511], [3.141, -2.078, -3.327], [3.428, -0.567, -2.427], [2.061, -0.666, -3.518], [2.731, 2.509, -2.968], [1.473, 2.764, -2.124], [0.617, 3.821, -2.845], [0.687, 1.471, -1.992], [1.828, 3.302, -0.733], [0.867, 3.262, 0.285], [1.140, 3.742, 1.555], [2.390, 4.279, 1.844], [3.348, 4.336, 0.846], [3.068, 3.855, -0.430], [2.448, 2.061, -3.922], [3.414, 1.824, -2.461], [3.268, 3.434, -3.186], [0.328, 3.458, -3.833], [1.167, 4.756, -2.967], [-0.292, 4.031, -2.278], [-0.309, 1.486, -2.441], [-0.107, 2.835, 0.066], [0.376, 3.702, 2.323], [2.608, 4.658, 2.834], [4.322, 4.761, 1.055], [3.839, 3.915, -1.187], [-4.603, 1.217, -1.361], [-2.954, 1.920, -1.280], [-3.364, 3.343, -0.273], [-2.169, 0.997, -0.398], [-4.945, 1.012, -0.346], [-4.530, 0.289, -1.923], [-5.271, 1.909, -1.874], [-4.030, 3.997, -0.836], [-2.435, 3.868, -0.059], [-3.833, 3.005, 0.650], [-0.430, -1.452, 0.275], [-1.496, -1.112, 1.321], [-3.025, -1.674, 0.587], [-4.170, -1.701, 1.368], [-5.367, -2.092, 0.788], [-5.404, -2.453, -0.554], [-4.246, -2.416, -1.320], [-3.045, -2.013, -0.753], [-1.294, -2.385, 2.550], [-1.172, -1.988, 3.872], [-0.968, -2.954, 4.851], [-0.878, -4.289, 4.492], [-0.995, -4.675, 3.159], [-1.208, -3.723, 2.179], [-4.130, -1.430, 2.417], [-6.269, -2.125, 1.384], [-6.338, -2.766, -1.001], [-4.279, -2.698, -2.365], [-2.136, -1.948, -1.334], [-1.233, -0.938, 4.132], [-0.875, -2.661, 5.888], [-0.718, -5.041, 5.255], [-0.927, -5.720, 2.890], [-1.308, -4.004, 1.138]]}


No. 4
{"formula": "C25H27BF6N", "method": "ωB97M-V with the def2-TZVPD basis set", "max_force_ev_per_a": 2.8, "total_charge": 1, "spin_multiplicity": 1, "gap_ev": 8.9, "species": ["F", "C", "F", "F", "C", "C", "C", "C", "C", "C", "C", "C", "C", "C", "F", "F", "F", "C", "C", "C", "C", "H", "H", "H", "H", "H", "H", "H", "H", "H", "C", "C", "N", "C", "C", "C", "C", "C", "C", "C", "C", "B", "H", "H", "H", "H", "H", "H", "H", "H", "H", "H", "H", "H", "H", "H", "H", "H", "H", "H"], "coordinates": [[-1.632, -5.367, -3.242], [-0.738, -5.974, -2.398], [-1.390, -7.036, -1.842], [0.270, -6.473, -3.181], [-0.194, -5.021, -1.373], [-0.404, -5.278, -0.016], [0.047, -4.340, 0.903], [0.697, -3.178, 0.504], [1.003, -2.189, 1.611], [2.165, -1.216, 1.529], [3.204, -1.245, 0.593], [4.172, -0.245, 0.598], [4.110, 0.766, 1.553], [5.108, 1.887, 1.478], [4.932, 2.798, 2.480], [6.391, 1.408, 1.563], [5.012, 2.573, 0.291], [3.137, 0.766, 2.546], [2.173, -0.231, 2.524], [0.892, -2.935, -0.865], [0.457, -3.870, -1.810], [-0.946, -6.165, 0.307], [-0.115, -4.531, 1.972], [0.973, -2.692, 2.589], [3.268, -2.051, -0.145], [4.955, -0.237, -0.150], [3.102, 1.561, 3.290], [1.396, -0.236, 3.296], [1.383, -2.016, -1.204], [0.568, -3.671, -2.881], [-1.451, 0.447, -2.475], [-0.541, 1.020, -1.402], [-1.261, 1.631, -0.221], [-0.168, 2.062, 0.732], [-0.650, 2.645, 2.052], [-2.172, 2.709, -0.582], [-1.783, 3.881, -1.227], [-2.805, 4.830, -1.493], [-4.125, 4.585, -1.123], [-4.464, 3.391, -0.477], [-3.474, 2.460, -0.210], [-2.492, 0.730, 0.436], [0.117, -1.564, 1.633], [-0.822, 0.241, -3.350], [-1.900, -0.501, -2.158], [-2.233, 1.143, -2.796], [0.110, 0.236, -0.985], [0.096, 1.818, -1.815], [0.451, 1.169, 0.911], [0.447, 2.796, 0.188], [0.226, 3.089, 2.543], [-1.392, 3.441, 1.927], [-1.044, 1.868, 2.719], [-0.737, 4.076, -1.519], [-2.544, 5.762, -1.994], [-4.913, 5.309, -1.323], [-5.481, 3.155, -0.164], [-3.740, 1.497, 0.318], [-2.402, 0.684, 1.617], [-2.851, -0.174, -0.282]]}


No. 5
{"formula": "C7H14N2", "method": "ωB97M-V with the def2-TZVPD basis set", "max_force_ev_per_a": 2.8, "total_charge": 0, "spin_multiplicity": 1, "smiles": "Cc1c[nH]cn1.CCC", "gap_ev": 9.4, "relative_energy_kcal_mol": 18.2, "species": ["C", "C", "C", "N", "C", "N", "H", "H", "H", "H", "H", "H", "C", "C", "C", "H", "H", "H", "H", "H", "H", "H", "H"], "coordinates": [[0.836, -3.269, -2.045], [0.942, -1.821, -1.731], [0.010, -0.824, -1.967], [0.641, 0.384, -1.685], [1.909, 0.061, -1.285], [2.096, -1.232, -1.364], [0.245, -3.802, -1.289], [1.823, -3.683, -1.823], [0.413, -3.602, -2.986], [-1.045, -0.826, -2.184], [0.163, 1.144, -1.240], [2.753, 0.673, -1.024], [-2.270, 1.401, 1.669], [-0.781, 0.988, 1.801], [0.160, 2.119, 2.143], [-2.712, 0.911, 0.798], [-2.362, 2.472, 1.484], [-2.917, 1.039, 2.468], [-0.701, 0.193, 2.555], [-0.545, 0.414, 0.907], [1.019, 2.233, 1.466], [-0.300, 3.093, 2.214], [0.622, 1.937, 3.118]]}


No. 6
{"formula": "C18H19Br2ClN2O6", "method": "ωB97M-V with the def2-TZVPD basis set", "max_force_ev_per_a": 9.6, "total_charge": 0, "spin_multiplicity": 1, "smiles": "C/C(Br)=C(/Br)c1c(Cl)cc(OCCNC[C@@H](C)O)c2c1C(=O)N(CC(=O)O)C2=O", "gap_ev": 7.1, "species": ["C", "C", "Br", "C", "Br", "C", "C", "Cl", "C", "C", "O", "C", "C", "N", "C", "C", "C", "O", "C", "C", "C", "O", "N", "C", "C", "O", "O", "C", "O", "H", "H", "H", "H", "H", "H", "H", "H", "H", "H", "H", "H", "H", "H", "H", "H", "H", "H", "H"], "coordinates": [[-2.642, 3.309, 3.560], [-2.686, 4.326, 2.272], [-3.066, 6.278, 2.661], [-2.455, 3.818, 0.892], [-2.511, 5.155, -0.647], [-2.183, 2.257, 0.471], [-3.106, 1.449, -0.653], [-4.553, 2.253, -1.527], [-2.797, -0.125, -1.087], [-1.521, -0.927, -0.384], [-1.182, -2.308, -0.768], [-0.802, -2.180, -2.214], [0.468, -3.146, -2.600], [1.783, -2.470, -2.203], [2.160, -1.361, -3.160], [3.493, -1.648, -4.070], [4.814, -2.142, -3.233], [3.221, -2.591, -5.176], [-0.634, -0.145, 0.752], [-0.967, 1.405, 1.167], [0.135, 1.780, 2.322], [0.598, 2.947, 2.780], [0.515, 0.382, 2.850], [-0.500, -0.115, 3.884], [-0.185, 0.689, 5.302], [1.012, 0.490, 5.909], [-1.150, 1.640, 5.910], [0.652, -0.596, 1.664], [1.571, -1.546, 1.469], [-3.457, 3.699, 4.333], [-1.599, 3.472, 4.107], [-2.757, 2.173, 3.297], [-3.400, -0.728, -1.893], [-0.503, -1.054, -2.377], [-1.748, -2.370, -2.914], [0.485, -3.284, -3.762], [0.425, -4.180, -2.005], [2.478, -3.249, -2.183], [2.275, -0.310, -2.622], [1.253, -1.230, -3.915], [3.789, -0.618, -4.592], [4.826, -1.807, -2.101], [5.756, -1.733, -3.807], [4.852, -3.333, -3.213], [3.965, -2.414, -5.852], [-0.415, -1.285, 4.050], [-1.621, 0.076, 3.550], [-2.087, 1.295, 5.752]]}


No. 7
{"formula": "C6H2Cl17F3OP", "method": "ωB97M-V with the def2-TZVPD basis set", "max_force_ev_per_a": 0.9, "total_charge": -1, "spin_multiplicity": 1, "gap_ev": 5.9, "species": ["O", "P", "Cl", "C", "C", "F", "F", "F", "H", "H", "C", "Cl", "Cl", "Cl", "Cl", "C", "Cl", "Cl", "Cl", "Cl", "C", "Cl", "Cl", "Cl", "Cl", "C", "Cl", "Cl", "Cl", "Cl"], "coordinates": [[2.534, -0.109, 1.964], [2.170, -1.127, 0.680], [0.562, -2.218, 1.542], [1.238, -0.118, -0.409], [1.969, 0.033, -1.662], [1.426, 0.938, -2.526], [2.108, -1.102, -2.460], [3.270, 0.433, -1.482], [1.932, -0.247, 2.697], [0.283, -0.584, -0.607], [1.557, -4.867, -4.003], [0.568, -6.317, -3.735], [3.207, -5.368, -4.409], [0.881, -3.959, -5.364], [1.572, -3.867, -2.573], [-3.488, -1.111, 2.899], [-4.860, -0.423, 2.018], [-3.907, -1.224, 4.617], [-3.147, -2.722, 2.273], [-2.065, -0.099, 2.710], [1.757, 3.953, 1.776], [2.777, 3.590, 3.178], [0.352, 2.890, 1.773], [1.195, 5.635, 1.901], [2.670, 3.753, 0.298], [-3.301, 2.843, -0.217], [-4.726, 3.523, -1.029], [-3.655, 2.712, 1.513], [-2.952, 1.250, -0.875], [-1.929, 3.909, -0.488]]}


No. 8
{"formula": "C19H29N3O9", "method": "ωB97M-V with the def2-TZVPD basis set", "max_force_ev_per_a": 1.6, "total_charge": 0, "spin_multiplicity": 1, "smiles": "OC[C@H]1O[C@@H](Oc2ccccc2)[C@H](O)[C@@H](O)[C@H]1O.CNC(=O)[C@H](CC(N)=O)NC(C)=O", "gap_ev": 9.3, "species": ["O", "C", "C", "O", "C", "O", "C", "C", "C", "C", "C", "C", "C", "O", "C", "O", "C", "O", "H", "H", "H", "H", "H", "H", "H", "H", "H", "H", "H", "H", "H", "H", "H", "H", "C", "N", "C", "O", "C", "C", "C", "N", "O", "N", "C", "C", "O", "H", "H", "H", "H", "H", "H", "H", "H", "H", "H", "H", "H", "H"], "coordinates": [[-6.247, 0.484, -0.626], [-4.942, 0.557, -1.217], [-3.873, 0.757, -0.136], [-3.713, -0.478, 0.582], [-2.705, -0.424, 1.594], [-2.708, -1.666, 2.314], [-3.758, -1.912, 3.172], [-4.758, -0.980, 3.524], [-5.769, -1.319, 4.430], [-5.805, -2.598, 4.991], [-4.832, -3.537, 4.642], [-3.818, -3.189, 3.741], [-1.337, -0.212, 0.928], [-0.288, -0.261, 1.917], [-1.350, 1.143, 0.199], [-0.174, 1.335, -0.612], [-2.543, 1.218, -0.773], [-2.192, 0.423, -1.912], [-6.894, 0.154, -1.271], [-4.729, -0.365, -1.770], [-4.914, 1.388, -1.929], [-4.221, 1.537, 0.548], [-2.890, 0.411, 2.277], [-4.780, 0.014, 3.093], [-6.532, -0.591, 4.691], [-6.592, -2.864, 5.690], [-4.860, -4.535, 5.069], [-3.062, -3.919, 3.471], [-1.194, -1.011, 0.192], [-0.446, -1.037, 2.492], [-1.430, 1.945, 0.941], [0.673, 1.318, -0.108], [-2.659, 2.257, -1.101], [-1.235, 0.572, -2.066], [4.682, -1.836, -4.122], [4.985, -0.701, -3.254], [4.982, -0.742, -1.916], [4.745, -1.780, -1.299], [5.263, 0.572, -1.144], [4.695, 0.554, 0.292], [3.174, 0.517, 0.363], [2.599, -0.334, 1.178], [2.478, 1.293, -0.269], [4.791, 1.790, -1.819], [5.346, 2.363, -2.883], [4.683, 3.617, -3.400], [6.327, 1.900, -3.449], [5.384, -2.647, -3.923], [4.761, -1.540, -5.169], [3.670, -2.192, -3.923], [5.273, 0.170, -3.684], [6.350, 0.641, -1.069], [5.101, -0.310, 0.818], [5.031, 1.445, 0.821], [1.591, -0.304, 1.258], [3.153, -1.024, 1.650], [3.931, 2.190, -1.465], [3.651, 3.394, -3.665], [5.221, 3.968, -4.279], [4.706, 4.383, -2.627]]}